Record 1
ORCA calculation (ωB97M-V with the def2-TZVPD basis set) on an isolated ion of composition C4H10N2O and charge -1.

largest force on an atom	1.06	eV Å⁻¹
relative energy (zero: lowest compared OMol25 entry of this formula, charge and spin)	105.3	kJ/mol
charge	-1
E	-343.082479	Eh
Kohn-Sham gap (alpha / beta)	2.9392 / 6.4525	eV
multiplicity	2
HOMO (alpha / beta)	0.0230 / -0.1088	Eh

Geometry as XYZ:
```
17
Properties=species:S:1:pos:R:3:mulliken_charge:R:1
C 0.59 0.04 -0.70 -0.997
C 1.63 -0.54 0.26 -0.169
C 1.91 -2.00 0.10 -0.620
O 2.93 -2.61 0.58 -0.609
N -0.78 -0.28 -0.28 -0.254
C -1.37 0.73 0.54 -0.444
N -2.48 1.41 -0.08 -0.564
H 0.84 -0.34 -1.70 0.534
H 0.74 1.13 -0.77 0.340
H 2.54 0.06 0.10 0.234
H 1.39 -0.22 1.31 0.170
H 1.00 -2.55 -0.21 0.232
H -1.35 -0.44 -1.09 0.226
H -1.70 0.35 1.52 0.240
H -0.59 1.41 0.90 0.329
H -2.92 2.08 0.54 0.189
H -2.40 1.76 -1.02 0.162
```

***

Record 2
ORCA calculation (ωB97M-V with the def2-TZVPD basis set) on a 2-piece molecular cluster, C38H38BF3O5 overall.

largest force on an atom	3.36	eV Å⁻¹
relative energy (zero: lowest compared OMol25 entry of this formula, charge and spin)	310.2	kJ/mol
E	-2171.405123	Eh
Kohn-Sham gap	3.3032	eV
multiplicity	1
HOMO	-0.2298	Eh

Geometry as XYZ:
```
85
Properties=species:S:1:pos:R:3:mulliken_charge:R:1
C -2.00 7.11 -1.33 -1.360
C -1.76 6.00 -0.43 0.453
C -2.00 5.86 0.92 -0.857
C -1.55 4.56 1.28 -0.360
C -1.14 3.91 0.13 0.422
B -0.85 2.26 0.00 1.116
C 0.81 2.46 -0.14 -0.536
C 1.71 2.12 0.86 -0.465
C 3.04 2.57 0.85 -0.954
C 3.48 3.35 -0.22 0.257
C 4.87 3.98 -0.25 0.775
F 5.53 3.67 -1.41 -0.273
F 4.78 5.35 -0.21 -0.261
F 5.66 3.59 0.79 -0.289
C 2.65 3.56 -1.32 -1.002
C 1.34 3.08 -1.28 -0.189
O -1.47 1.81 1.22 -0.629
C -2.67 1.09 0.89 1.402
C -2.42 -0.38 1.15 -1.367
C -3.87 1.46 1.75 -1.915
C -2.88 1.45 -0.67 1.928
C -3.57 0.32 -1.40 -1.654
C -3.69 2.72 -0.83 -2.076
O -1.55 1.68 -1.15 -0.486
O -1.23 4.82 -0.91 -0.358
H -2.64 7.82 -0.80 0.344
H -1.07 7.62 -1.59 0.278
H -2.50 6.78 -2.25 0.294
H -2.42 6.60 1.59 0.425
H -1.54 4.15 2.29 0.550
H 1.39 1.55 1.73 0.520
H 3.73 2.35 1.66 0.483
H 3.03 4.12 -2.17 0.368
H 0.71 3.28 -2.15 0.533
H -3.07 -1.08 0.61 0.366
H -1.39 -0.59 0.86 -0.299
H -2.52 -0.63 2.21 0.497
H -4.73 0.85 1.42 0.290
H -3.68 1.23 2.80 0.521
H -4.16 2.52 1.67 0.340
H -4.48 0.02 -0.87 0.287
H -3.87 0.65 -2.40 0.484
H -2.92 -0.56 -1.52 0.070
H -4.75 2.53 -0.69 0.432
H -3.37 3.50 -0.13 0.326
H -3.52 3.12 -1.84 0.400
C -3.03 -5.00 -4.51 -0.823
O -2.39 -3.75 -4.87 -0.417
C -1.76 -3.05 -3.89 0.947
C -1.35 -1.70 -4.15 -0.859
C -0.64 -1.00 -3.20 -0.289
C -0.28 -1.52 -1.92 0.639
C 0.45 -0.72 -0.98 -0.828
C 1.08 -1.34 0.18 1.030
C 2.45 -1.29 0.56 -0.356
C 2.91 -1.99 1.67 -0.647
C 2.00 -2.69 2.46 0.024
O 2.35 -3.52 3.50 -0.412
C 3.39 -4.44 3.38 0.533
C 4.15 -4.57 4.54 -0.605
C 4.99 -5.67 4.66 -0.377
C 5.06 -6.62 3.63 -0.522
C 4.37 -6.41 2.43 -0.493
C 3.53 -5.29 2.28 -0.216
C 0.63 -2.64 2.22 -1.212
C 0.23 -2.07 1.03 -0.221
C -0.62 -2.91 -1.74 -0.098
C -1.42 -3.61 -2.63 -1.068
H -3.62 -5.30 -5.38 0.249
H -2.29 -5.78 -4.29 0.336
H -3.70 -4.88 -3.65 0.366
H -1.59 -1.23 -5.11 0.416
H -0.29 0.02 -3.40 0.341
H 0.86 0.21 -1.34 0.661
H 3.17 -0.72 -0.07 0.501
H 3.98 -2.02 1.93 0.502
H 4.02 -3.82 5.31 0.380
H 5.59 -5.76 5.57 0.372
H 5.67 -7.51 3.75 0.373
H 4.48 -7.11 1.61 0.352
H 2.98 -5.11 1.35 0.384
H -0.07 -3.13 2.89 0.526
H -0.81 -2.18 0.76 0.684
H -0.20 -3.44 -0.88 0.605
H -1.73 -4.65 -2.44 0.392
```

***

Record 3
ORCA calculation (ωB97M-V with the def2-TZVPD basis set) on an isolated molecule of C3H7N3O.

largest force on an atom	0.55	eV Å⁻¹
relative energy (zero: lowest compared OMol25 entry of this formula, charge and spin)	330.0	kJ/mol
E	-357.924180	Eh
Kohn-Sham gap	7.6372	eV
multiplicity	1
HOMO	-0.2650	Eh

Geometry as XYZ:
```
14
Properties=species:S:1:pos:R:3:mulliken_charge:R:1
C 2.31 -0.63 0.48 -0.822
N 1.55 0.69 0.34 -0.176
C 0.21 0.80 -0.32 0.456
O 0.03 1.66 -1.16 -0.554
N -0.68 -0.12 0.11 -0.202
C -1.98 -0.18 -0.40 -0.015
N -2.79 -1.06 0.01 -0.599
H 2.18 -1.12 -0.49 0.185
H 1.76 -1.20 1.24 0.166
H 2.14 1.33 -0.19 0.347
H 1.48 1.09 1.28 0.327
H -0.35 -0.88 0.70 0.275
H -2.17 0.59 -1.15 0.339
H -3.68 -0.96 -0.46 0.273
```